The following is a DFT calculation (ωB97M-V/def2-TZVPD) of a molecular structure, C10H21N4O5Tc at a distorted geometry.

Each line ends with the Mulliken spin population.
CARTESIAN COORDINATES (ANGSTROEM)
1 Tc -0.7199 2.6140 0.8302  1.10
2 N -1.2392 0.5295 1.0419  -0.05
3 C -0.0637 -0.3871 0.7304  0.03
4 C -0.2045 -1.7423 1.4291  -0.01
5 C 0.7758 -2.8697 1.0251  0.00
6 C 0.4770 -3.5850 -0.3089  0.00
7 N 0.3163 -5.0499 -0.1998  0.00
8 C 1.2799 -5.9624 -0.3208  0.00
9 N 2.5478 -5.6003 -0.5224  0.00
10 N 0.9757 -7.2534 -0.2356  0.00
11 C 1.1590 0.3913 1.1395  0.00
12 O 2.1913 0.0641 1.5424  0.01
13 O 0.8830 1.8805 1.0160  0.04
14 H -1.5419 0.3414 1.9976  0.00
15 H -2.0354 0.2853 0.4525  0.01
16 H -0.0132 -0.4795 -0.3583  -0.01
17 H -1.2313 -2.0858 1.2709  0.00
18 H -0.0905 -1.5669 2.5024  0.00
19 H 0.7277 -3.6123 1.8198  0.00
20 H 1.7946 -2.4892 1.0393  0.00
21 H 1.2503 -3.3849 -1.0476  0.00
22 H -0.4512 -3.2266 -0.7543  0.00
23 H -0.6013 -5.3994 0.0154  0.00
24 H 2.8256 -4.6396 -0.5819  0.00
25 H 3.2680 -6.2901 -0.6590  0.00
26 H 0.0261 -7.5677 -0.1315  0.00
27 H 1.6819 -7.9655 -0.3111  0.00
28 C -1.5607 6.6246 -0.5246  0.00
29 C -0.9726 5.2593 -0.7238  -0.01
30 C 0.1399 5.1501 -1.7471  0.00
31 O -0.5640 4.6736 0.5649  0.01
32 C -2.0998 4.2128 -1.2002  -0.01
33 O -2.8645 4.4425 -2.0390  -0.02
34 O -1.9579 2.9811 -0.4757  -0.06
35 H -0.7509 7.3524 -0.4307  0.00
36 H -2.2003 6.6712 0.3602  0.00
37 H -2.1506 6.8929 -1.3981  0.00
38 H 0.9665 5.7868 -1.4208  0.00
39 H -0.2231 5.5142 -2.7072  0.00
40 H 0.5122 4.1312 -1.8665  -0.01
41 H -0.2621 5.3589 1.1876  0.00

Atoms 1-3, force components in eV/Å:
-0.5 0.9 -0.9
0.4 -0.3 -0.1
-0.8 0.5 -0.2

Output
* spin multiplicity: 2
* LUMO energy (alpha / beta): -13.10 / -12.52 eV
* frontier orbital gap (alpha / beta): 5.86 / 6.45 eV
* energy relative to the best compared isomer or geometry (same formula, charge and spin): 6.5 kcal per mole
* highest occupied orbital energy (alpha / beta): -19.0 / -19.0 eV
* total charge: +3

The following is a DFT calculation (ωB97M-V/def2-TZVPD) of C10H21NO in the gas phase at a distorted geometry.

Each line ends with the Löwdin charge.
CARTESIAN COORDINATES (ANGSTROEM)
1 C -0.7927 -0.0560 0.1025  -0.20
2 C -1.4164 2.1868 1.0230  -0.06
3 C -0.2576 1.8301 -1.3765  -0.05
4 C -2.9842 -0.9615 1.0891  -0.04
5 C -1.7381 -2.0124 -1.1183  -0.04
6 C 2.9765 0.5887 1.0239  -0.05
7 C 3.1362 -0.9176 -1.0363  -0.06
8 C -1.1985 1.3434 -0.2068  -0.40
9 C -1.7258 -1.2716 0.2478  -0.33
10 C 2.7591 -0.8881 0.4620  -0.42
11 N 1.3877 -1.3489 0.4986  0.03
12 O 0.5407 -0.2960 0.1842  -0.11
13 H -1.8306 1.6570 1.9593  0.10
14 H -2.1624 2.9749 0.6359  0.11
15 H -0.4478 2.6601 1.2077  0.08
16 H -0.4920 3.0183 -1.4559  0.12
17 H -0.4277 1.5227 -2.3867  0.05
18 H 0.8740 1.7292 -1.1050  0.09
19 H -3.3254 -2.0076 1.4959  0.13
20 H -3.7493 -0.4629 0.5949  0.05
21 H -2.7864 -0.2523 1.8188  0.03
22 H -2.0416 -1.2848 -1.8912  0.09
23 H -2.4294 -2.7546 -0.9866  0.04
24 H -0.8427 -2.5390 -1.3855  0.08
25 H 2.1930 1.3184 1.0012  0.03
26 H 3.2748 0.4922 2.1456  0.09
27 H 3.8974 0.9722 0.4875  0.07
28 H 4.0550 -0.2494 -1.0623  0.09
29 H 2.3748 -0.3977 -1.5499  0.05
30 H 3.2199 -1.9062 -1.2528  0.04
31 H -2.1984 1.0658 -0.7718  0.17
32 H -1.0296 -2.0122 0.6777  0.12
33 H 3.1871 -1.7411 0.9302  0.11

Atoms 1-3, force components in eV/Å:
2.2 -3.2 1.0
-1.3 1.4 -0.4
1.0 4.5 2.2

Output
* spin multiplicity: 1
* LUMO energy (alpha / beta): 0.72 / 0.81 eV
* frontier orbital gap (alpha / beta): 7.37 / 8.45 eV
* energy relative to the best compared isomer or geometry (same formula, charge and spin): 171.0 kcal per mole
* highest occupied orbital energy (alpha / beta): -6.7 / -7.6 eV

The following is a DFT calculation (ωB97M-V/def2-TZVPD) of 2 unconnected molecules or ions with the total composition C10H21OS at a distorted geometry.

Each line ends with the Mulliken spin population.
CARTESIAN COORDINATES (ANGSTROEM)
1 C -2.7955 0.4498 -1.6457  0.00
2 C 4.4216 -0.0519 -0.2130  -0.02
3 C 3.6097 -1.3586 0.1262  0.02
4 C 3.5434 1.1242 -0.2635  0.74
5 C 2.3445 -1.2759 -0.7898  0.06
6 C 2.2401 1.0253 -0.4121  0.85
7 C -2.5902 2.5285 0.4721  0.00
8 C -2.2067 -1.9479 0.7461  0.00
9 C -1.8865 1.1803 0.8673  0.02
10 C -1.1017 -1.2930 0.0101  0.00
11 O 1.5651 -0.1582 -0.5294  0.16
12 S -1.2501 0.4227 -0.6803  0.01
13 H -2.4658 0.4120 -2.7308  0.00
14 H -3.4640 -0.3175 -1.1457  0.00
15 H 5.2140 0.1767 0.5188  0.02
16 H 4.8041 -0.2918 -1.1773  0.09
17 H 4.3416 -2.1567 -0.2286  0.00
18 H 3.4998 -1.4310 1.1226  -0.01
19 H 3.9636 2.0899 -0.0957  0.05
20 H -3.2553 1.4792 -1.5168  0.00
21 H 2.5359 -1.5905 -1.8057  -0.01
22 H 1.7249 -2.0661 -0.2502  0.00
23 H 1.4516 1.8788 -0.1119  0.04
24 H -1.8615 2.9301 -0.2752  0.00
25 H -3.5756 2.4214 0.1447  0.00
26 H -2.4862 3.0907 1.4349  0.00
27 H -2.2062 -1.7752 1.8685  0.00
28 H -3.2934 -1.7926 0.3118  0.00
29 H -2.2277 -3.1340 0.6687  0.00
30 H -2.6801 0.4593 1.3131  0.00
31 H -1.0797 1.4841 1.4967  -0.01
32 H -0.9588 -1.8552 -0.8296  0.00
33 H -0.0819 -1.3726 0.5699  0.00

Atoms 1-3, force components in eV/Å:
-0.1 0.5 0.1
-0.8 -0.2 1.9
2.7 1.3 -5.4

Output
* spin multiplicity: 3
* LUMO energy (alpha / beta): -2.80 / -4.29 eV
* frontier orbital gap (alpha / beta): 4.45 / 9.33 eV
* highest occupied orbital energy (alpha / beta): -7.2 / -13.6 eV
* total charge: +1

The following is a DFT calculation (ωB97M-V/def2-TZVPD) of a molecular structure, C10H22F6HgN2O12S3 at a distorted geometry.

Each line ends with the Löwdin charge.
CARTESIAN COORDINATES (ANGSTROEM)
1 Hg 0.0956 0.4050 -0.0474  1.20
2 S -0.6943 3.3063 2.0554  0.21
3 O -0.0163 2.9689 3.3447  -0.48
4 O -0.1214 4.5309 1.4895  -0.41
5 O -0.4328 2.1277 1.1352  -0.53
6 O -2.1435 3.4338 2.2363  -0.41
7 C 0.2702 2.6475 -4.4032  -0.66
8 F 1.3863 2.0706 -4.8795  0.10
9 F 0.1306 3.8220 -5.0355  0.11
10 F -0.7734 1.8806 -4.7060  0.12
11 S 0.2992 2.9561 -2.5613  0.49
12 O -0.7507 3.8873 -2.3351  -0.24
13 O 0.1617 1.6104 -1.9776  -0.41
14 O 1.6451 3.4606 -2.3300  -0.33
15 C -4.7746 0.3317 -0.7082  -0.64
16 F -5.3220 1.0200 0.2912  0.13
17 F -4.5395 -0.9158 -0.2107  0.06
18 F -5.6405 0.2067 -1.7144  0.11
19 S -3.1383 1.0852 -1.2818  0.48
20 O -2.1774 0.4719 -0.3594  -0.41
21 O -3.0134 0.6254 -2.6537  -0.33
22 O -3.3760 2.4806 -1.1190  -0.26
23 C 2.7513 -0.1861 3.7271  -0.07
24 C 1.7122 -0.4948 2.6290  -0.40
25 C 0.2950 -0.6400 3.1506  -0.16
26 O -0.5304 -0.8386 1.9995  -0.30
27 C -1.8941 -1.0690 2.2947  -0.09
28 N 1.8154 0.5863 1.6451  0.03
29 H 3.0077 -1.0697 4.3219  0.07
30 H 2.4034 0.5930 4.4098  0.09
31 H 3.6799 0.1747 3.2841  0.07
32 H 2.0566 -1.4651 2.2563  0.12
33 H -0.0271 0.2476 3.7063  0.13
34 H 0.1592 -1.5802 3.7004  0.12
35 H -1.9538 -1.8679 3.0488  0.08
36 H -2.4690 -1.2347 1.3899  0.06
37 H -2.3332 -0.1879 2.7775  0.11
38 H 1.7113 1.4734 2.1454  0.09
39 H 2.7508 0.6090 1.2531  0.09
40 C 0.4646 -4.2043 -0.8352  -0.06
41 C 0.6564 -2.7168 -0.5099  -0.41
42 C 1.7830 -2.1552 -1.3883  -0.23
43 O 1.9370 -0.7970 -1.1015  -0.27
44 C 2.6813 -0.1327 -2.1413  -0.06
45 N -0.5496 -1.8931 -0.7647  0.05
46 H -0.1671 -4.6240 -0.0525  0.08
47 H 1.4314 -4.7121 -0.8844  0.07
48 H 0.0016 -4.3598 -1.8121  0.08
49 H 0.9071 -2.6235 0.5484  0.12
50 H 1.4077 -2.3383 -2.4076  0.13
51 H 2.6979 -2.7460 -1.2559  0.13
52 H 2.5860 0.9439 -2.0074  0.08
53 H 2.2648 -0.3856 -3.1170  0.09
54 H 3.7273 -0.4382 -2.0455  0.09
55 H -0.6703 -1.8993 -1.7774  0.11
56 H -1.3689 -2.3812 -0.4166  0.09

Atoms 1-3, force components in eV/Å:
-0.4 1.1 0.5
-0.3 0.7 0.4
0.3 -0.5 0.2

Output
* spin multiplicity: 1
* LUMO energy: 3.79 eV
* frontier orbital gap: 4.71 eV
* energy relative to the best compared isomer or geometry (same formula, charge and spin): 30.9 kcal per mole
* highest occupied orbital energy: -0.9 eV
* total charge: -2

The following is a DFT calculation (ωB97M-V/def2-TZVPD) of a gas-phase ion, C10H22N3 (charge +1) at a distorted geometry.

Each line ends with the Löwdin charge.
CARTESIAN COORDINATES (ANGSTROEM)
1 C 0.8603 -1.8275 -2.1049  -0.05
2 C 0.3736 -0.4479 -1.9818  -0.28
3 C 0.3744 0.1780 -3.3771  -0.02
4 C -0.3446 0.2170 -1.1278  -0.02
5 N -0.9548 1.3741 -0.8766  0.05
6 C -0.1949 2.6138 -0.5340  -0.22
7 C 1.1210 2.4271 0.1746  -0.20
8 C 0.9127 1.5789 1.4968  -0.13
9 C 1.0961 0.0391 1.5099  -0.14
10 N 0.0518 -0.7131 0.7506  -0.06
11 C -1.0705 -0.9637 1.5984  -0.47
12 C -0.8043 -1.8060 2.8740  -0.04
13 N -2.0184 -1.7175 0.6672  0.06
14 H 0.1363 -2.4790 -2.5948  0.11
15 H 1.6251 -1.9729 -2.9073  0.11
16 H 0.9870 -2.3748 -1.1544  0.08
17 H -0.1266 1.1148 -3.3813  0.07
18 H 1.4847 0.2095 -3.6244  0.12
19 H 0.0381 -0.4950 -4.1835  0.10
20 H -1.9344 1.3668 -0.4611  0.18
21 H -0.9363 3.3648 0.0174  0.17
22 H 0.0796 3.0971 -1.4834  0.11
23 H 1.3444 3.5156 0.4608  0.14
24 H 1.9142 2.1407 -0.6186  0.14
25 H 1.4881 2.0770 2.2669  0.10
26 H -0.2150 1.9165 1.7342  0.14
27 H 1.9807 -0.2426 0.9855  0.12
28 H 1.1432 -0.3998 2.4320  0.07
29 H 0.5123 -1.6422 0.3797  0.15
30 H -1.4568 0.0641 1.8795  0.15
31 H -0.5190 -2.8066 2.3436  0.12
32 H -1.8026 -1.9218 3.5049  0.13
33 H -0.0715 -1.4943 3.5915  0.05
34 H -3.0488 -1.3864 0.6763  0.12
35 H -2.0247 -2.6035 1.0669  0.02

Atoms 1-3, force components in eV/Å:
0.5 -1.9 0.3
-1.3 -0.2 -2.6
2.1 -1.0 -0.3

Output
* spin multiplicity: 1
* LUMO energy: -2.84 eV
* frontier orbital gap: 10.26 eV
* energy relative to the best compared isomer or geometry (same formula, charge and spin): 104.5 kcal per mole
* highest occupied orbital energy: -13.1 eV
* total charge: +1
* SMILES string: CC(C)=C=[NH+]CCCCN[C@H](C)N

The following is a DFT calculation (ωB97M-V/def2-TZVPD) of a gas-phase ion, C10H22N3 (charge +1) at a distorted geometry.

Each line ends with the Mulliken spin population.
CARTESIAN COORDINATES (ANGSTROEM)
1 C -1.4945 -2.0441 -0.7175  0.67
2 C -1.7604 -0.7040 -0.6054  0.40
3 C -0.0682 -2.5871 -1.0603  -0.02
4 C -0.8312 0.3299 -0.7498  0.32
5 C 0.6317 -1.0056 0.6666  0.20
6 C 2.4086 -2.3064 -0.4864  0.01
7 C 2.5737 0.4197 0.9712  0.03
8 C 0.9664 0.0771 2.7737  0.02
9 C -2.0314 2.0390 -2.0783  0.04
10 C -2.1610 1.9959 0.4794  0.06
11 N 1.0093 -1.8471 -0.2488  0.08
12 N 1.3883 -0.3037 1.4715  0.07
13 N -1.3639 1.6937 -0.7847  0.07
14 H -2.2079 -2.6483 -0.4003  0.03
15 H -2.7656 -0.5982 -0.2615  0.07
16 H 0.1887 -3.6151 -0.8669  0.00
17 H -0.0725 -2.3960 -2.1583  0.05
18 H -0.1733 0.1886 -1.6642  0.00
19 H -0.3773 -1.1750 1.0799  -0.05
20 H 2.3820 -3.3595 -0.7271  0.00
21 H 2.8420 -1.7342 -1.3895  0.00
22 H 3.0017 -1.9881 0.4116  0.00
23 H 2.4891 1.4451 1.2131  -0.01
24 H 3.5833 0.1568 1.4287  0.00
25 H 2.6847 0.2858 -0.1301  -0.01
26 H 0.5473 1.2471 2.9241  0.00
27 H 0.0167 -0.4661 3.0397  0.00
28 H 1.8021 -0.2333 3.5342  0.00
29 H -1.3655 2.5712 -2.7523  0.01
30 H -2.3530 0.9949 -2.4800  0.00
31 H -2.9463 2.6533 -1.8854  0.00
32 H -2.6991 2.9248 0.4213  0.00
33 H -2.9582 1.2437 0.5414  0.00
34 H -1.5464 1.9426 1.3946  0.00
35 H -0.5491 2.3143 -0.8163  -0.02

Atoms 1-3, force components in eV/Å:
5.8 -2.1 -1.4
-1.6 3.6 0.2
-1.3 1.9 0.6

Output
* spin multiplicity: 3
* LUMO energy (alpha / beta): -2.53 / -4.20 eV
* frontier orbital gap (alpha / beta): 4.34 / 7.84 eV
* energy relative to the best compared isomer or geometry (same formula, charge and spin): 56.1 kcal per mole
* highest occupied orbital energy (alpha / beta): -6.9 / -12.0 eV
* total charge: +1

The following is a DFT calculation (ωB97M-V/def2-TZVPD) of 2 unconnected molecules or ions with the total composition C10H22NOP at a distorted geometry.

Each line ends with the Mulliken spin population.
CARTESIAN COORDINATES (ANGSTROEM)
1 C 3.3085 3.1572 -1.3187  0.00
2 C 1.8225 3.2954 -1.2004  0.01
3 C -0.5229 3.2193 -2.1600  0.06
4 C 0.8147 -1.9648 2.3240  0.01
5 C 1.1197 -2.7419 -0.1013  0.00
6 C -2.6007 -1.1868 2.0257  -0.01
7 C -2.6217 -1.8913 -0.4391  -0.02
8 C 0.9635 3.2298 -2.2199  -0.01
9 C 0.0724 -2.2146 0.9773  0.01
10 C -2.0295 -1.0046 0.5815  -0.03
11 N -0.5749 -0.9601 0.5154  0.21
12 O 1.5156 0.4121 0.4202  0.55
13 P 0.1131 0.5080 0.0856  1.13
14 H 3.7765 3.5706 -2.0569  0.00
15 H 3.7035 3.4592 -0.2987  0.00
16 H 1.4951 3.2246 -0.1225  -0.01
17 H -1.1357 3.9023 -2.7448  0.00
18 H -0.7019 3.5055 -1.0482  0.00
19 H -0.8199 2.2772 -2.3576  -0.03
20 H 0.6126 -2.7659 3.1055  0.00
21 H 1.9490 -1.7887 2.3066  0.00
22 H 0.3614 -1.0814 2.8412  0.01
23 H 2.0509 -2.7923 0.2469  0.00
24 H 1.1217 -1.9838 -0.9173  0.02
25 H 0.7693 -3.6541 -0.6115  0.00
26 H -2.5923 -2.2998 2.2134  0.00
27 H -2.1384 -0.7099 2.8443  0.00
28 H -3.6384 -1.0186 2.0799  0.00
29 H -1.8272 -2.5091 -0.8571  0.00
30 H -2.9569 -1.2898 -1.1726  0.01
31 H -3.4365 -2.4914 -0.0104  0.00
32 H 1.5233 3.2528 -3.2117  0.00
33 H -0.7613 -2.9111 1.1690  0.00
34 H -2.2891 0.0916 0.4010  0.08
35 H 3.5542 2.1543 -1.2888  0.00

Atoms 1-3, force components in eV/Å:
-2.6 -0.7 6.4
-0.8 -0.7 0.8
1.0 3.2 3.3

Output
* spin multiplicity: 3
* LUMO energy (alpha / beta): 0.87 / -2.80 eV
* frontier orbital gap (alpha / beta): 6.82 / 6.11 eV
* highest occupied orbital energy (alpha / beta): -6.0 / -8.9 eV

The following is a DFT calculation (ωB97M-V/def2-TZVPD) of a gas-phase ion, C10H23BIS (charge -1).

Each line ends with the Löwdin charge.
CARTESIAN COORDINATES (ANGSTROEM)
1 C -3.0969 -1.3666 -3.5242  -0.12
2 C -1.8308 -0.4925 -3.4560  -0.25
3 C -0.5019 -1.2597 -3.2873  -0.23
4 C 0.1988 -0.9485 -1.9667  -0.23
5 C -0.5604 -1.4788 -0.7412  -0.22
6 C -0.5443 -0.5356 0.4610  -0.26
7 C 0.7749 -0.5073 1.2351  -0.24
8 B 0.6280 0.1401 2.7311  -1.02
9 S 0.2909 -1.2348 4.0754  0.53
10 C 1.8360 1.1617 3.1593  -0.71
11 I 3.7241 0.1319 3.5240  0.69
12 C 2.1430 2.2957 2.1760  -0.38
13 C 0.9829 3.2928 2.0749  -0.11
14 H -3.7400 -1.2192 -2.6554  0.06
15 H -2.8442 -2.4280 -3.5612  0.06
16 H -3.6978 -1.1451 -4.4089  0.06
17 H -1.9272 0.2068 -2.6218  0.10
18 H -1.7753 0.1221 -4.3572  0.09
19 H -0.6995 -2.3368 -3.3325  0.10
20 H 0.1691 -1.0315 -4.1202  0.10
21 H 1.2136 -1.3549 -1.9920  0.11
22 H 0.3115 0.1384 -1.8742  0.11
23 H -1.5959 -1.7039 -1.0253  0.10
24 H -0.1136 -2.4313 -0.4363  0.11
25 H -1.3559 -0.7966 1.1471  0.10
26 H -0.7651 0.4795 0.1016  0.11
27 H 1.5263 0.0283 0.6363  0.08
28 H 1.1433 -1.5389 1.3079  0.08
29 H -0.4062 0.7912 2.8268  0.06
30 H 1.4164 -1.9508 3.9319  -0.23
31 H 1.6186 1.6023 4.1348  0.05
32 H 3.0397 2.8361 2.4919  0.07
33 H 2.3686 1.8821 1.1901  0.08
34 H 0.0226 2.7803 2.1025  0.05
35 H 1.0386 3.8682 1.1473  0.06
36 H 1.0082 4.0031 2.9055  0.07

Atoms 1-3, force components in eV/Å:
0.0 0.0 0.0
0.0 0.0 0.0
0.0 -0.1 0.0

Output
* spin multiplicity: 1
* LUMO energy: 2.89 eV
* frontier orbital gap: 7.12 eV
* energy relative to the best compared isomer or geometry (same formula, charge and spin): 2.2 kcal per mole
* highest occupied orbital energy: -4.2 eV
* total charge: -1

The records above give, respectively, electronic energy values of -1068.64118; -523.36406; -866.51221; -3353.84208; -558.12147; -557.96465; -865.35911; -1115.63376 a.u..